Record 1
DFT (ωB97M-V/def2-TZVPD) results for a molecular structure, C15H17NNiS2 at a distorted geometry.

Structure (XYZ):
```
36
Properties=species:S:1:pos:R:3:forces:R:3:lowdin_spin:R:1
C 1.892821 1.349367 0.673231 -4.01 3.06 -1.16 0.54
C 1.099427 1.041902 -2.299190 3.41 -0.94 -0.96 0.03
C 2.711113 0.325760 0.229455 3.66 -2.26 1.67 0.17
H 1.109802 1.253657 1.429960 0.45 -0.29 -0.15 0.03
C 0.746032 -0.301385 -1.900260 3.24 -1.87 -2.17 -0.02
H 0.980475 1.185108 -3.385083 -0.27 0.01 0.27 0.01
H 3.485470 0.567401 -0.502816 -0.56 0.26 0.18 0.00
H 0.276508 -0.814960 -2.761986 0.44 -0.18 0.10 0.00
C 2.345875 -1.119507 0.100109 0.27 -0.84 -0.09 0.03
H 2.086029 -1.589461 1.065854 -0.04 0.29 -0.36 0.00
H 3.219267 -1.690130 -0.278810 -0.23 0.47 0.43 0.00
C 1.841160 2.489877 -0.271989 -0.28 0.82 -1.21 0.09
H 2.526235 3.319068 -0.016060 -0.07 -0.20 -0.08 0.02
H 0.828407 2.913597 -0.280768 0.28 0.18 0.14 0.01
C 2.122933 2.033709 -1.764098 -0.18 0.90 0.85 0.01
H 3.156804 1.682700 -1.864688 -0.32 -0.15 -0.07 0.00
H 2.123398 2.930876 -2.399109 -0.36 -0.12 0.15 0.00
C 1.222127 -1.364586 -0.924716 -0.66 -0.33 0.61 0.01
H 1.502789 -2.271397 -1.486513 -0.21 0.40 -0.03 0.00
H 0.323323 -1.643651 -0.359896 0.32 -0.03 -0.18 0.00
Ni -0.569544 0.827819 -1.702918 -2.56 0.48 -0.24 0.93
H 3.161785 0.709474 1.220491 1.48 -1.96 -0.14 0.06
S -1.588025 2.632623 -1.294021 -1.29 2.22 0.14 0.01
C -2.006033 1.462058 -0.167049 -1.48 -1.86 1.47 0.01
N -1.622531 0.168740 -0.295815 -0.77 0.95 1.31 0.04
C -2.123403 -0.682269 0.698527 -0.47 0.33 -0.43 0.00
C -1.925942 -2.066161 0.825128 -0.06 0.29 0.01 0.00
C -2.687078 -2.772530 1.750574 0.08 0.19 0.05 0.00
C -3.653325 -2.130831 2.537582 0.00 0.37 -0.12 0.00
C -3.841325 -0.750492 2.431451 0.13 -0.19 0.01 0.00
C -3.056127 -0.034636 1.535623 0.39 -0.29 -0.23 0.00
S -3.101942 1.670087 1.176649 -0.17 0.19 0.18 0.00
H -1.188269 -2.562017 0.200336 -0.32 -0.03 0.12 0.00
H -2.530373 -3.843044 1.864435 -0.05 0.20 -0.07 0.00
H -4.270029 -2.711145 3.221436 0.16 0.15 -0.13 0.00
H -4.597832 -0.215622 2.994942 0.05 -0.23 0.13 0.00
```
Positions in Å, forces in eV/Å.

Calculated values
Lowest unoccupied orbital energy (alpha / beta) in eV: 0.397 / 0.132
Kohn-Sham gap (alpha / beta) in eV: 6.62 / 8.09
<S²>: 2.011
HOMO level (alpha / beta) in eV: -6.225 / -7.957
2S+1: 3

***

Record 2
DFT (ωB97M-V/def2-TZVPD) results for a single C15H17O4P molecule at a distorted geometry.

Structure (XYZ):
```
37
Properties=species:S:1:pos:R:3:forces:R:3:mulliken_charge:R:1
C 2.073670 -2.542344 -1.339168 1.71 -0.97 0.19 -0.78
O 0.717991 -2.024521 -1.275802 0.35 1.38 0.21 -0.36
P 0.519636 -0.409973 -1.105122 0.93 1.27 -1.11 1.00
O 1.811489 0.316314 -1.476099 -2.66 -0.90 0.93 -0.78
C 0.019895 -0.062280 0.739288 -0.33 -1.81 -0.04 0.26
O -1.197304 -0.780643 1.153122 0.89 0.90 -1.42 -0.58
C 1.225170 -0.584326 1.454264 0.24 -0.99 1.48 0.26
C 1.298106 -1.935776 1.937566 0.74 3.77 -1.09 -0.93
C 2.387981 -2.380572 2.573788 2.91 0.99 1.51 -0.25
C 3.486890 -1.535055 2.922268 -0.04 1.38 -2.62 -0.72
C 3.413629 -0.223714 2.362564 0.32 -0.10 1.25 -0.36
C 2.281389 0.284995 1.713124 -0.17 -3.31 0.64 -0.57
C -0.942561 0.322472 -2.278223 -3.34 0.32 -0.37 -0.11
O -1.789839 -0.513775 -3.105351 1.19 -1.50 -0.30 -0.57
C -1.974455 1.307116 -1.638590 1.17 -1.59 2.10 0.25
C -1.677564 2.653906 -1.570419 0.60 -1.79 0.04 -0.33
C -2.411866 3.470690 -0.747712 0.49 2.66 -1.62 -0.56
C -3.557532 3.080691 -0.089362 0.70 0.39 -0.52 -0.52
C -3.885334 1.742525 -0.207103 -2.14 0.53 0.14 -0.46
C -3.095578 0.859179 -0.899382 0.57 1.94 -0.59 -0.45
H 2.113305 -3.446588 -0.719461 -0.44 0.18 -0.13 0.33
H 2.409368 -2.843427 -2.339775 -0.97 0.15 -0.15 0.33
H 2.990142 -1.975565 -1.013482 -1.69 0.58 0.18 0.28
H -0.002935 1.018513 0.910141 -0.51 -0.05 -0.40 0.39
H -1.275389 -0.850287 2.111394 0.48 0.28 0.00 0.36
H 0.580746 -2.628913 1.764409 -2.45 -1.67 -0.80 0.58
H 2.421828 -3.401932 2.783836 0.16 -1.52 0.64 0.43
H 4.519930 -1.813420 3.245038 -1.44 -0.28 0.20 0.31
H 4.249712 0.466010 2.528330 -0.23 -0.34 -0.07 0.36
H 2.159630 1.245277 1.363445 0.35 2.14 -0.62 0.46
H -0.443751 0.925365 -3.018150 1.10 0.05 0.04 0.55
H -2.758354 -0.455251 -3.035080 0.86 0.50 0.79 0.34
H -0.808138 2.912832 -2.157448 0.02 0.83 0.16 0.37
H -2.159971 4.536142 -0.961350 -0.42 -0.59 1.09 0.28
H -4.150974 3.888559 0.311989 -0.35 -0.42 0.42 0.39
H -4.930780 1.404261 0.025308 1.28 0.28 0.39 0.28
H -3.618180 -0.026484 -0.922796 0.10 -2.71 -0.54 0.50
```
Positions in Å, forces in eV/Å.

Calculated values
Lowest unoccupied orbital energy in eV: 0.604
Kohn-Sham gap in eV: 9.56
HOMO level in eV: -8.956
Structure (SMILES): COP(=O)([C@@H](O)c1ccccc1)[C@@H](O)c1ccccc1